Molecular formula: CH7N3O2
Method: DFT, wB97M-V/def2-TZVPD

Geometry (Å):
O -1.30 0.89 0.68
O 1.13 1.60 0.77
N 1.64 -0.60 0.27
N 1.43 0.70 -0.23
N -1.50 -1.08 -0.45
C -1.37 0.27 -0.40
H 1.13 -0.76 1.14
H -1.71 0.77 -1.32
H 2.64 -0.73 0.42
H -1.52 -1.55 -1.34
H 0.05 1.51 0.93
H -1.13 -1.62 0.33
H 0.50 0.61 -0.81

Results
Net charge: 0
M, Da: 93.09
Strongest force on any atom, eV Å⁻¹: 3.1
Energy relative to the best compared isomer or geometry (same formula, charge and spin), kJ/mol: 212.74
Frontier orbital gap, Ha: 0.3519
SMILES string: NC=O.NNO

These are the Löwdin partial charges, in e, on atoms 1 to 5: atom 1 (O): -0.038, atom 2 (O): -0.155, atom 3 (N): -0.025, atom 4 (N): -0.220, atom 5 (N): 0.144



Molecular formula: CH7N3O3P
Method: DFT, wB97M-V/def2-TZVPD

Geometry (Å):
P 0.29 -1.65 -0.12
O -0.13 -1.52 -1.74
O -0.95 -1.72 0.67
O 1.36 -2.71 0.05
N 0.80 1.22 -0.32
N 1.87 -0.22 1.32
N -2.21 1.65 -0.73
C 1.00 0.09 0.22
H -0.78 -0.79 -1.74
H -1.64 2.09 -0.09
H -3.01 1.16 -0.25
H 1.56 -1.14 1.74
H -1.52 1.06 -1.22
H 1.10 2.04 0.25
H 2.28 0.44 1.96

Results
Net charge: -1
M, Da: 140.06
Strongest force on any atom, eV Å⁻¹: 3.2
Energy relative to the best compared isomer or geometry (same formula, charge and spin), kJ/mol: 0.00
Frontier orbital gap, Ha: 0.3442

These are the Löwdin partial charges, in e, on atoms 1 to 5: atom 1 (P): 0.250, atom 2 (O): -0.219, atom 3 (O): -0.358, atom 4 (O): -0.382, atom 5 (N): 0.036



Molecular formula: CH7N4
Method: DFT, wB97M-V/def2-TZVPD

Geometry (Å):
N 0.20 -0.21 0.32
N 2.63 1.60 -1.21
N -2.21 -0.91 -0.05
N 2.03 0.91 -0.41
C 0.94 0.43 0.93
H -2.68 -0.60 0.84
H 1.57 0.91 1.69
H 2.75 1.14 -2.11
H -2.10 -1.86 -0.14
H 2.89 2.64 -1.03
H -2.54 -0.32 -0.80
H -0.80 -0.66 0.45

Results
Net charge: +1
M, Da: 75.09
Strongest force on any atom, eV Å⁻¹: 4.4
Energy relative to the best compared isomer or geometry (same formula, charge and spin), kJ/mol: 335.03
Frontier orbital gap, Ha: 0.3514

These are the Löwdin partial charges, in e, on atoms 1 to 5: atom 1 (N): 0.156, atom 2 (N): 0.079, atom 3 (N): 0.062, atom 4 (N): 0.034, atom 5 (C): -0.064



Molecular formula: CH7N4O
Method: DFT, wB97M-V/def2-TZVPD

Geometry (Å):
O 0.75 1.68 -0.59
N -0.51 -0.47 0.39
N 0.18 -1.35 1.20
N -0.84 0.69 1.14
N 0.34 -0.10 -2.16
C 0.53 0.59 -1.05
H 1.08 -1.06 1.54
H -0.15 1.42 0.74
H 0.52 -2.30 0.72
H 0.74 0.17 -3.03
H -1.84 0.93 0.90
H -0.17 -0.95 -1.88
H -0.65 0.75 2.08

Results
Net charge: +1
M, Da: 91.09
Strongest force on any atom, eV Å⁻¹: 3.9
Energy relative to the best compared isomer or geometry (same formula, charge and spin), kJ/mol: 180.46
Frontier orbital gap (alpha / beta), Ha: 0.3473 / 0.3474

These are the Löwdin partial charges, in e, on atoms 1 to 5: atom 1 (O): 0.106, atom 2 (N): -0.151, atom 3 (N): -0.020, atom 4 (N): 0.140, atom 5 (N): 0.221



Molecular formula: CH7N4O
Method: DFT, wB97M-V/def2-TZVPD

Geometry (Å):
O -1.32 -1.97 -2.15
N 0.58 2.48 0.94
N -0.42 0.44 0.43
N -1.42 -3.16 -2.36
N 1.44 0.51 1.70
C 0.47 1.14 1.02
H -1.10 1.11 0.15
H -0.23 3.12 0.79
H 1.54 -0.48 1.57
H 1.56 2.80 0.84
H 2.19 1.11 1.91
H -1.41 -3.52 -3.33
H -1.87 -3.59 -1.50

Results
Net charge: +1
M, Da: 91.09
Strongest force on any atom, eV Å⁻¹: 4.3
Energy relative to the best compared isomer or geometry (same formula, charge and spin), kJ/mol: 316.64
Frontier orbital gap (alpha / beta), Ha: 0.1139 / 0.1115

These are the Löwdin partial charges, in e, on atoms 1 to 5: atom 1 (O): 0.199, atom 2 (N): 0.125, atom 3 (N): 0.103, atom 4 (N): 0.213, atom 5 (N): 0.152



Molecular formula: CH7N4O
Method: DFT, wB97M-V/def2-TZVPD

Geometry (Å):
O 2.62 -0.60 0.02
N -1.25 0.70 0.11
N 1.07 1.81 -0.02
N -1.95 -0.47 0.06
N 1.17 -0.57 -0.10
C 0.56 0.60 0.03
H 0.43 2.59 0.21
H -1.53 -1.29 0.77
H 2.04 2.00 0.18
H 0.99 -1.36 0.47
H -1.87 -0.87 -0.83
H 2.71 -1.48 -0.30
H -2.84 -0.04 0.19

Results
Net charge: +1
<S²>: 2.01
M, Da: 91.09
Strongest force on any atom, eV Å⁻¹: 3.6
Energy relative to the best compared isomer or geometry (same formula, charge and spin), kJ/mol: 496.76
Frontier orbital gap (alpha / beta), Ha: 0.2237 / 0.3236
Spin multiplicity: 3

These are the Löwdin partial charges, in e, on atoms 1 to 5: atom 1 (O): -0.012, atom 2 (N): 0.067, atom 3 (N): 0.188, atom 4 (N): 0.052, atom 5 (N): -0.004



Molecular formula: CH7N4P2
Method: DFT, wB97M-V/def2-TZVPD

Geometry (Å):
P 1.25 -1.49 1.81
P 3.02 0.86 0.70
N 2.21 -0.26 1.39
N -0.88 0.49 0.69
N 0.32 0.31 -1.29
N -2.04 0.25 -1.33
C -0.85 0.33 -0.66
H 2.23 -2.30 2.41
H -0.13 -0.08 1.16
H 0.45 0.59 -2.27
H -2.80 0.55 -0.84
H -1.79 0.21 1.22
H -2.06 0.37 -2.30
H 1.07 0.16 -0.69

Results
Net charge: +1
<S²>: 2.03
M, Da: 137.04
Strongest force on any atom, eV Å⁻¹: 4.1
Energy relative to the best compared isomer or geometry (same formula, charge and spin), kJ/mol: 6.87
Frontier orbital gap (alpha / beta), Ha: 0.2369 / 0.3021
Spin multiplicity: 3

These are the Löwdin partial charges, in e, on atoms 1 to 5: atom 1 (P): 0.779, atom 2 (P): 0.719, atom 3 (N): -0.927, atom 4 (N): 0.134, atom 5 (N): 0.209



Molecular formula: CH7NO
Method: DFT, wB97M-V/def2-TZVPD

Geometry (Å):
O 2.22 -0.27 -0.07
N -0.46 0.73 -0.01
C -1.11 -0.65 0.00
H -0.88 -1.14 1.03
H -0.85 1.32 0.72
H -0.71 1.09 -0.93
H 3.01 0.32 0.35
H -2.19 -0.53 -0.29
H 1.49 0.43 -0.09
H -0.54 -1.29 -0.73

Results
Net charge: 0
M, Da: 49.07
Strongest force on any atom, eV Å⁻¹: 4.2
Energy relative to the best compared isomer or geometry (same formula, charge and spin), kJ/mol: 40.96
Frontier orbital gap, Ha: 0.4003
SMILES string: CN.O

These are the Löwdin partial charges, in e, on atoms 1 to 5: atom 1 (O): -0.182, atom 2 (N): -0.102, atom 3 (C): -0.163, atom 4 (H): 0.096, atom 5 (H): 0.058



Molecular formula: CH7NO2
Method: DFT, wB97M-V/def2-TZVPD

Geometry (Å):
O 0.73 1.62 -1.47
O -1.71 -1.94 1.79
N 0.87 -0.37 -0.14
C 0.22 0.91 -0.35
H 1.57 -0.31 0.58
H -0.83 0.73 -0.60
H 1.69 1.56 -1.42
H 0.32 1.48 0.57
H 1.22 -0.76 -1.02
H -0.98 -1.70 1.21
H -2.43 -1.35 1.51

Results
Net charge: 0
M, Da: 65.07
Strongest force on any atom, eV Å⁻¹: 0.5
Energy relative to the best compared isomer or geometry (same formula, charge and spin), kJ/mol: 1.04
Frontier orbital gap, Ha: 0.3954
SMILES string: NCO.O

These are the Löwdin partial charges, in e, on atoms 1 to 5: atom 1 (O): -0.070, atom 2 (O): -0.075, atom 3 (N): 0.011, atom 4 (C): -0.350, atom 5 (H): 0.067



Molecular formula: CH7NO3P
Method: DFT, wB97M-V/def2-TZVPD

Geometry (Å):
P 2.85 -0.03 0.01
O 3.61 -1.00 1.01
O 1.39 -0.08 0.20
O 3.75 0.75 -0.81
N -1.66 -0.25 0.36
C -2.31 0.69 -0.58
H -3.47 0.64 -0.41
H 4.46 -1.26 0.92
H -0.56 0.04 0.43
H -2.24 -0.33 1.19
H -2.36 0.31 -1.61
H -1.64 -1.14 -0.19
H -1.80 1.66 -0.51

Results
Net charge: +1
M, Da: 112.04
Strongest force on any atom, eV Å⁻¹: 6.0
Energy relative to the best compared isomer or geometry (same formula, charge and spin), kJ/mol: 138.48
Frontier orbital gap, Ha: 0.4301

These are the Löwdin partial charges, in e, on atoms 1 to 5: atom 1 (P): 0.566, atom 2 (O): -0.040, atom 3 (O): -0.275, atom 4 (O): -0.200, atom 5 (N): 0.105



Molecular formula: CH7NOS2
Method: DFT, wB97M-V/def2-TZVPD

Geometry (Å):
S -2.45 -0.03 1.19
S -2.35 0.51 -0.84
O 3.11 -0.41 0.94
N 3.60 -0.34 -1.37
C 2.56 -0.22 -0.37
H 2.20 0.79 -0.39
H -2.59 1.23 1.62
H 2.54 -1.00 1.44
H -1.18 -0.11 -1.01
H 1.80 -0.99 -0.51
H 3.67 -1.28 -1.73
H 4.46 -0.09 -0.94

Results
Net charge: 0
M, Da: 113.21
Strongest force on any atom, eV Å⁻¹: 1.1
Energy relative to the best compared isomer or geometry (same formula, charge and spin), kJ/mol: 32.89
Frontier orbital gap, Ha: 0.3439
SMILES string: NCO.SS

These are the Löwdin partial charges, in e, on atoms 1 to 5: atom 1 (S): 0.219, atom 2 (S): 0.237, atom 3 (O): -0.082, atom 4 (N): 0.017, atom 5 (C): -0.336



Molecular formula: CH7NP2
Method: DFT, wB97M-V/def2-TZVPD

Geometry (Å):
P -0.36 0.74 -0.77
P 2.32 -0.27 0.29
N 1.22 0.31 -1.02
C -1.03 -0.56 0.58
H 3.49 -0.17 -0.52
H 2.62 1.04 0.74
H -2.12 -0.54 0.41
H -0.12 1.67 0.21
H 1.56 -0.11 -1.88
H -0.71 -1.55 0.25
H -1.05 -0.31 1.55

Results
Net charge: 0
M, Da: 95.02
Strongest force on any atom, eV Å⁻¹: 5.3
Energy relative to the best compared isomer or geometry (same formula, charge and spin), kJ/mol: 53.29
Frontier orbital gap, Ha: 0.3626
SMILES string: CPNP

These are the Löwdin partial charges, in e, on atoms 1 to 5: atom 1 (P): 0.716, atom 2 (P): 0.712, atom 3 (N): -0.706, atom 4 (C): -0.332, atom 5 (H): -0.123



Molecular formula: CH7NS
Method: DFT, wB97M-V/def2-TZVPD

Geometry (Å):
S -1.31 -2.35 -0.77
N -0.19 0.97 -0.11
C 0.89 0.46 0.74
H -1.37 -1.79 -1.98
H 0.19 1.22 -1.01
H 0.49 0.24 1.73
H -0.61 1.76 0.37
H 1.26 -0.49 0.34
H 1.74 1.14 0.88
H -1.08 -1.16 -0.18

Results
Net charge: 0
M, Da: 65.14
Strongest force on any atom, eV Å⁻¹: 0.7
Energy relative to the best compared isomer or geometry (same formula, charge and spin), kJ/mol: 26.94
Frontier orbital gap, Ha: 0.3791
SMILES string: CN.S

These are the Löwdin partial charges, in e, on atoms 1 to 5: atom 1 (S): 0.463, atom 2 (N): -0.084, atom 3 (C): -0.208, atom 4 (H): -0.226, atom 5 (H): 0.064



Molecular formula: CH7NS2
Method: DFT, wB97M-V/def2-TZVPD

Geometry (Å):
S -2.33 -0.92 3.20
S -2.38 -1.03 1.13
N 0.74 -0.24 -0.68
C 0.97 1.04 -1.38
H 1.53 1.69 -0.70
H -1.01 -1.06 3.38
H 0.89 -0.97 -1.36
H 0.02 1.52 -1.61
H 1.58 0.93 -2.27
H 1.43 -0.43 0.04
H -1.44 -0.54 0.26

Results
Net charge: 0
M, Da: 97.21
Strongest force on any atom, eV Å⁻¹: 2.4
Energy relative to the best compared isomer or geometry (same formula, charge and spin), kJ/mol: 121.27
Frontier orbital gap, Ha: 0.3164
SMILES string: CN.SS

These are the Löwdin partial charges, in e, on atoms 1 to 5: atom 1 (S): 0.222, atom 2 (S): 0.170, atom 3 (N): -0.083, atom 4 (C): -0.173, atom 5 (H): 0.069



Molecular formula: CH7NS2
Method: DFT, wB97M-V/def2-TZVPD

Geometry (Å):
S 0.46 0.84 -1.24
S 0.92 -0.96 -0.16
N -1.48 1.63 2.50
C -0.69 -1.72 -0.15
H -1.03 0.84 2.03
H 0.57 1.83 -0.25
H -0.64 -2.67 0.40
H -2.39 1.51 2.73
H -1.52 2.37 1.80
H -1.00 -1.88 -1.19
H -1.51 -1.11 0.29

Results
Net charge: 0
M, Da: 97.21
Strongest force on any atom, eV Å⁻¹: 4.7
Energy relative to the best compared isomer or geometry (same formula, charge and spin), kJ/mol: 45.80
Frontier orbital gap, Ha: 0.3438
SMILES string: CSS.N

These are the Löwdin partial charges, in e, on atoms 1 to 5: atom 1 (S): 0.273, atom 2 (S): 0.373, atom 3 (N): 0.039, atom 4 (C): -0.561, atom 5 (H): 0.002



Molecular formula: CH7O8P3
Method: DFT, wB97M-V/def2-TZVPD

Geometry (Å):
P 1.76 -0.84 0.19
P -2.91 -0.02 0.19
P -0.41 0.81 -0.64
O -3.49 -0.32 1.63
O -2.87 -1.47 -0.45
O -0.63 2.38 -0.60
O 2.42 -1.01 -1.30
O -1.35 0.28 0.53
O -0.62 0.12 -1.90
O -3.54 1.04 -0.56
O 1.04 0.67 0.00
C 3.20 -0.17 1.09
H 2.88 0.07 2.10
H 0.05 2.81 -1.13
H 3.52 0.76 0.61
H 4.01 -0.90 1.12
H 3.22 -1.55 -1.27
H -3.60 -1.26 1.80
H -2.68 -1.39 -1.40

Results
Net charge: 0
M, Da: 239.98
Strongest force on any atom, eV Å⁻¹: 0.5
Frontier orbital gap, Ha: 0.3674

These are the Löwdin partial charges, in e, on atoms 1 to 5: atom 1 (P): 0.818, atom 2 (P): 0.295, atom 3 (P): 0.252, atom 4 (O): -0.067, atom 5 (O): -0.094



Molecular formula: CH8IMgNbOP
Method: DFT, wB97M-V/def2-TZVPD

Geometry (Å):
I 0.33 0.05 3.60
Nb 0.75 1.00 1.11
P 0.27 -1.28 -0.09
Mg -1.64 1.86 -0.86
O 1.28 -1.59 -1.29
C -1.33 -1.15 -0.90
H -1.38 -0.07 -0.88
H 0.66 1.38 -0.69
H -2.10 -1.53 -0.23
H 2.45 0.45 0.91
H 2.20 -1.41 -1.03
H -1.16 1.15 0.84
H 1.05 2.73 1.41
H -1.39 -1.61 -1.89

Results
Net charge: +1
M, Da: 311.16
Strongest force on any atom, eV Å⁻¹: 3.6
Frontier orbital gap, Ha: 0.1775

These are the Löwdin partial charges, in e, on atoms 1 to 5: atom 1 (I): 0.145, atom 2 (Nb): 0.356, atom 3 (P): 0.708, atom 4 (Mg): 0.967, atom 5 (O): -0.340



Molecular formula: CH8N2
Method: DFT, wB97M-V/def2-TZVPD

Geometry (Å):
N 1.52 1.14 -0.42
N -2.34 -0.66 -0.18
C 0.96 0.11 0.58
H 1.25 0.66 1.57
H -2.91 -1.45 -0.01
H 1.26 0.95 -1.34
H -2.22 -0.42 -1.14
H 2.51 1.10 -0.25
H -1.36 -0.77 0.21
H -0.14 0.20 0.43
H 1.46 -0.87 0.55

Results
Net charge: 0
M, Da: 48.09
Strongest force on any atom, eV Å⁻¹: 3.9
Energy relative to the best compared isomer or geometry (same formula, charge and spin), kJ/mol: 70.88
Frontier orbital gap, Ha: 0.3847
SMILES string: CN.N

These are the Löwdin partial charges, in e, on atoms 1 to 5: atom 1 (N): -0.069, atom 2 (N): 0.015, atom 3 (C): -0.157, atom 4 (H): 0.102, atom 5 (H): -0.003



Molecular formula: CH8N2O
Method: DFT, wB97M-V/def2-TZVPD

Geometry (Å):
O 5.54 0.49 2.53
N -2.97 0.68 -1.36
N -1.21 -0.60 -0.38
C -2.38 -0.71 -1.22
H -3.29 -1.21 -0.72
H 6.32 1.05 2.72
H -2.18 -1.21 -2.21
H -2.67 0.99 -0.46
H -1.05 -1.40 0.14
H -0.40 -0.54 -0.98
H -2.23 1.12 -1.95
H 4.78 0.98 2.69

Results
Net charge: 0
M, Da: 64.09
Strongest force on any atom, eV Å⁻¹: 3.2
Energy relative to the best compared isomer or geometry (same formula, charge and spin), kJ/mol: 81.72
Frontier orbital gap, Ha: 0.3885
SMILES string: NCN.O

These are the Löwdin partial charges, in e, on atoms 1 to 5: atom 1 (O): -0.045, atom 2 (N): -0.036, atom 3 (N): -0.009, atom 4 (C): -0.373, atom 5 (H): 0.120



Number 1: DFT total energy -9713.0145 eV. Number 2: DFT total energy -21056.0556 eV. Number 3: DFT total energy -7099.3748 eV. Number 4: DFT total energy -9148.1730 eV. Number 5: DFT total energy -9146.7616 eV. Number 6: DFT total energy -9142.9493 eV. Number 7: DFT total energy -25679.9450 eV. Number 8: DFT total energy -4687.5029 eV. Number 9: DFT total energy -6735.3329 eV. Number 10: DFT total energy -18066.1947 eV. Number 11: DFT total energy -26357.9323 eV. Number 12: DFT total energy -21216.8935 eV. Number 13: DFT total energy -13475.5374 eV. Number 14: DFT total energy -24309.9581 eV. Number 15: DFT total energy -24310.7404 eV. Number 16: DFT total energy -45404.8787 eV. Number 17: DFT total energy -27586.9125 eV. Number 18: DFT total energy -4146.0000 eV. Number 19: DFT total energy -6193.5814 eV.